Record 1
Here is C19H21NO4W as an isolated structure from the OMol25 dataset. Energies are from ωB97M-V/def2-TZVPD.

## Properties
* charge: +4
* calculated total energy: -31500.7500 eV
* Kohn-Sham gap: 5.56 eV
* E_HOMO: -23.98 eV

XYZ file:
```
46
C19H21NO4W, DFT ωB97M-V/def2-TZVPD
W -0.02087 -0.02430 -0.33191
C 0.36420 -2.75142 1.95635
C -0.17042 -1.36513 1.76787
C 0.70420 -0.20614 1.82766
C 2.19503 -0.40940 1.85037
C 0.16536 1.14396 1.87414
C 1.04158 2.31973 2.17480
C -1.21052 1.32392 1.56379
C -1.85493 2.66007 1.60645
C -1.94277 0.18560 1.06027
C -3.26595 0.40118 0.38445
C -1.52160 -1.15993 1.40884
C -2.47156 -2.30096 1.26433
H 0.33792 -2.97599 3.03223
H 1.39408 -2.87134 1.62897
H -0.24531 -3.49229 1.44634
H 2.63386 -0.55110 0.83283
H 2.45073 -1.32891 2.37801
H 2.71666 0.44455 2.27448
H 1.16588 2.37135 3.26677
H 0.60734 3.25585 1.83891
H 2.04206 2.23616 1.75215
H -1.71645 3.18866 0.65126
H -1.41458 3.28474 2.38210
H -2.92738 2.57545 1.77801
H -4.03881 0.42342 1.16951
H -3.53502 -0.41474 -0.28778
H -3.31778 1.35341 -0.14198
H -2.33848 -2.81698 0.30543
H -3.50662 -1.97597 1.33733
H -2.28258 -3.03515 2.04929
O 0.58372 -3.45611 -2.45128
C 0.66044 -2.33189 -2.27454
O -0.12164 -1.72557 -0.97055
C 1.27920 -1.12724 -2.87930
C 1.97034 -1.16019 -4.07950
C 2.37868 0.05981 -4.63340
C 2.02857 1.25832 -4.00101
C 1.33614 1.18148 -2.80361
N 1.02138 0.01389 -2.21591
C 0.77368 2.36811 -2.11390
O 0.76428 3.50597 -2.21466
O -0.05370 1.72974 -0.87170
H 2.15819 -2.10554 -4.57937
H 2.92017 0.07662 -5.57498
H 2.26330 2.22430 -4.43757
```

Results of the Mulliken charge analysis, in e, for atoms 1 through 2:
1 W 1.37
2 C -2.49

***

Record 2
Here is C19H21O2Ru as an isolated structure in a non-equilibrium geometry from the OMol25 dataset. Energies are from ωB97M-V/def2-TZVPD.

## Properties
* <S²>: 8.826
* 2S+1: 6
* relative energy (zero: lowest compared OMol25 entry of this formula, charge and spin): 175.27 kcal/mol
* calculated total energy: -26704.9372 eV
* Kohn-Sham gap (spin up / spin down): 5.68 / 6.22 eV
* E_HOMO (spin up / spin down): -5.16 / -7.10 eV

XYZ file:
```
43
C19H21O2Ru, DFT ωB97M-V/def2-TZVPD
C 0.83820 -1.63426 2.96254
C -0.80477 -1.76359 2.88979
C -1.07906 -2.09738 1.58441
H -1.39850 -1.31413 3.66101
C 0.14229 -2.35743 0.87101
C 1.26544 -1.99127 1.66216
H 2.27857 -2.07892 1.44304
H 1.38201 -1.21855 3.76448
H -2.05767 -2.23490 1.27067
H 0.19946 -2.74119 -0.11017
C -1.14658 2.13414 1.41568
C -1.20897 1.71200 2.70076
C 0.33353 1.59501 3.10098
H -1.90017 1.23514 3.32050
C 1.12956 2.02634 1.99554
C 0.19578 2.39985 0.99382
H 0.46815 2.78488 0.04010
H -2.02384 2.26443 0.86002
H 0.77219 1.27677 4.12960
H 2.14963 2.09971 2.02270
Ru 0.00886 0.01222 1.18659
O -0.79144 0.10158 -0.44396
C -1.10474 -0.76685 -1.51443
C 0.03766 -0.93611 -2.42785
H -1.46179 -1.73780 -1.13179
H -1.95676 -0.30618 -2.03532
H 0.78064 -1.67565 -2.10974
H 0.95928 -2.01145 -4.66755
C 0.73675 -0.94957 -4.76919
C 0.23194 -0.26628 -3.61315
C -0.05561 1.13582 -3.79412
H -0.42706 1.70073 -2.94122
C 0.14410 1.75914 -5.00624
H -0.08316 2.81852 -5.10055
C 0.62793 1.05111 -6.10579
H 0.77748 1.55408 -7.05766
C 0.92011 -0.30862 -5.97543
H 1.29797 -0.86750 -6.82648
C -0.05499 -0.02706 4.85123
O 0.04124 0.05770 3.27788
H -0.82860 0.58312 5.11836
H 0.92819 -0.04284 5.33659
H -0.26324 -0.97480 5.17123
```

Results of the Mulliken charge analysis, in e, for atoms 1 through 2:
1 C -0.23
2 C -0.26

***

Record 3
Here is C19H22BN14O4RhS3 as an isolated structure from the OMol25 dataset. Energies are from ωB97M-V/def2-TZVPD.

## Properties
* charge: -2
* relative energy (zero: lowest compared OMol25 entry of this formula, charge and spin): 0.00 kcal/mol
* calculated total energy: -85306.8523 eV
* Kohn-Sham gap: 7.01 eV
* E_HOMO: -2.56 eV

XYZ file:
```
64
C19H22BN14O4RhS3, DFT ωB97M-V/def2-TZVPD
Rh 0.34200 -0.04573 0.04208
C -2.73443 2.64210 -0.77353
N -1.63677 3.33737 -0.14062
C -1.13452 4.54888 -0.52706
C 0.02222 4.71656 0.15704
N 0.22555 3.61986 0.94890
B 1.47933 3.42160 1.86094
N 2.62182 2.72013 1.02284
C 3.63521 3.37709 0.37517
C 4.61467 2.48678 0.07759
N 4.18648 1.26733 0.53909
C 4.93372 0.03094 0.52106
C 2.96557 1.41524 1.09670
S 2.00716 0.12878 1.69196
C -0.80086 2.77699 0.75663
S -1.09125 1.20954 1.43314
H -3.11924 3.28318 -1.56480
H -3.51668 2.42306 -0.04828
H -2.35553 1.71371 -1.20615
H -1.60532 5.14182 -1.28736
H 0.73364 5.51879 0.13334
H 1.88282 4.51991 2.17771
H 1.19520 2.72367 2.78311
H 3.57096 4.42846 0.17171
H 5.54557 2.59567 -0.44668
H 5.61129 0.04032 -0.32784
H 4.24020 -0.79688 0.41104
H 5.48587 -0.07876 1.45797
C 0.68585 -4.05852 -6.98489
C 1.18880 -3.50432 -5.68228
C 0.35605 -3.42105 -4.57304
C 0.82748 -2.93005 -3.36826
C 2.13379 -2.49735 -3.25381
C 2.97810 -2.57461 -4.35086
C 2.50565 -3.07620 -5.55266
S 2.72712 -1.88795 -1.67316
O 4.14041 -1.62992 -1.94402
O 2.40972 -2.89954 -0.69527
N 1.97506 -0.54951 -1.32871
C 2.23182 0.51235 -2.28358
C 1.36022 1.74704 -2.01792
O 1.50263 2.77571 -2.66403
O 0.47541 1.59826 -1.10336
H -0.39926 -4.14888 -6.97455
H 1.10099 -5.05044 -7.18200
H 0.96219 -3.41782 -7.82339
H -0.68315 -3.71624 -4.64316
H 0.17134 -2.88429 -2.51502
H 3.99591 -2.22833 -4.24838
H 3.17019 -3.12442 -6.40926
H 2.04897 0.20638 -3.32454
H 3.27973 0.84534 -2.22163
N -1.47066 -2.89677 -0.45206
C -1.04038 -2.65977 0.84666
N -1.35559 -3.43595 1.87150
N -0.80489 -2.80637 2.92524
N -0.21513 -1.73101 2.56427
N -0.32851 -1.59728 1.22332
C -1.62575 -1.88954 -1.38983
N -2.33331 -2.05688 -2.50067
N -2.11566 -0.92368 -3.19194
N -1.33607 -0.13516 -2.55088
N -1.00466 -0.70626 -1.37226
H -2.10625 -3.67038 -0.55237
```

Results of the Mulliken charge analysis, in e, for atoms 1 through 2:
1 Rh 0.31
2 C -0.81

***

Record 4
Here is C19H22BrCdN2O4SSe3Te as an isolated structure from the OMol25 dataset. Energies are from ωB97M-V/def2-TZVPD.

## Properties
* charge: -1
* relative energy (zero: lowest compared OMol25 entry of this formula, charge and spin): 22.43 kcal/mol
* calculated total energy: -320010.0536 eV
* Kohn-Sham gap: 5.86 eV
* E_HOMO: -3.47 eV

XYZ file:
```
54
C19H22BrCdN2O4SSe3Te, DFT ωB97M-V/def2-TZVPD
Cd -0.49125 0.53893 1.02286
Se -0.60620 2.98506 1.85247
Se -0.67481 2.73442 4.14697
Te -2.11413 0.68516 4.67238
Se -1.16982 -1.09994 3.20831
C 0.18535 -3.88634 1.51951
C 0.72744 -2.72343 0.71786
O -0.00212 -1.97550 0.08307
N 2.08743 -2.66095 0.68182
C 2.82723 -1.58431 0.04445
C 3.34420 -0.59051 1.04696
C 4.70075 -0.34770 1.21457
C 5.10387 0.56271 2.18174
C 4.13447 1.19116 2.94320
C 2.80041 0.88507 2.70045
N 2.41291 0.01904 1.77525
H -0.80360 -3.61924 1.88478
H 0.82461 -4.11602 2.37094
H 0.10911 -4.76387 0.87598
H 2.58234 -3.18369 1.38462
H 2.13749 -1.06251 -0.61580
H 3.64683 -2.00257 -0.54310
H 5.42706 -0.86517 0.59972
H 6.15555 0.77383 2.33225
H 4.39538 1.90170 3.71539
H 2.01570 1.36073 3.27806
O -2.82093 0.86499 0.98517
S -3.95176 0.10946 1.59013
C -5.34761 1.28410 1.41111
C -5.66888 1.25763 -0.07292
C -5.81106 -0.22447 -0.40989
C -4.59455 -0.92115 0.20113
H -4.99720 2.24591 1.78039
H -6.17476 0.91986 2.02520
H -4.82409 1.67962 -0.62127
H -6.56801 1.82702 -0.31813
H -5.86598 -0.39324 -1.48653
H -6.72750 -0.60909 0.04622
H -3.74851 -0.96612 -0.48450
H -4.80589 -1.91761 0.58750
Br 5.00909 1.72628 -4.02091
C 3.13082 1.38938 -4.03803
C 2.49866 1.21051 -5.25684
C 1.12990 0.98219 -5.26654
C 0.41720 0.92494 -4.07818
C 1.06949 1.08571 -2.86412
C 2.43985 1.33175 -2.84417
C 0.32697 0.95225 -1.54132
O -0.89300 0.74210 -1.55976
O 1.04189 1.04558 -0.50047
H 3.06860 1.23795 -6.17543
H 0.62878 0.84903 -6.21734
H -0.64931 0.74276 -4.07386
H 2.93158 1.46665 -1.89133
```

Results of the Mulliken charge analysis, in e, for atoms 1 through 2:
1 Cd 1.46
2 Se -0.56

***

What is the formula in the fourth record? C19H22BrCdN2O4SSe3Te

***

Repeat the third record exactly.
Here is C19H22BN14O4RhS3 as an isolated structure from the OMol25 dataset. Energies are from ωB97M-V/def2-TZVPD.

## Properties
* charge: -2
* relative energy (zero: lowest compared OMol25 entry of this formula, charge and spin): 0.00 kcal/mol
* calculated total energy: -85306.8523 eV
* Kohn-Sham gap: 7.01 eV
* E_HOMO: -2.56 eV

XYZ file:
```
64
C19H22BN14O4RhS3, DFT ωB97M-V/def2-TZVPD
Rh 0.34200 -0.04573 0.04208
C -2.73443 2.64210 -0.77353
N -1.63677 3.33737 -0.14062
C -1.13452 4.54888 -0.52706
C 0.02222 4.71656 0.15704
N 0.22555 3.61986 0.94890
B 1.47933 3.42160 1.86094
N 2.62182 2.72013 1.02284
C 3.63521 3.37709 0.37517
C 4.61467 2.48678 0.07759
N 4.18648 1.26733 0.53909
C 4.93372 0.03094 0.52106
C 2.96557 1.41524 1.09670
S 2.00716 0.12878 1.69196
C -0.80086 2.77699 0.75663
S -1.09125 1.20954 1.43314
H -3.11924 3.28318 -1.56480
H -3.51668 2.42306 -0.04828
H -2.35553 1.71371 -1.20615
H -1.60532 5.14182 -1.28736
H 0.73364 5.51879 0.13334
H 1.88282 4.51991 2.17771
H 1.19520 2.72367 2.78311
H 3.57096 4.42846 0.17171
H 5.54557 2.59567 -0.44668
H 5.61129 0.04032 -0.32784
H 4.24020 -0.79688 0.41104
H 5.48587 -0.07876 1.45797
C 0.68585 -4.05852 -6.98489
C 1.18880 -3.50432 -5.68228
C 0.35605 -3.42105 -4.57304
C 0.82748 -2.93005 -3.36826
C 2.13379 -2.49735 -3.25381
C 2.97810 -2.57461 -4.35086
C 2.50565 -3.07620 -5.55266
S 2.72712 -1.88795 -1.67316
O 4.14041 -1.62992 -1.94402
O 2.40972 -2.89954 -0.69527
N 1.97506 -0.54951 -1.32871
C 2.23182 0.51235 -2.28358
C 1.36022 1.74704 -2.01792
O 1.50263 2.77571 -2.66403
O 0.47541 1.59826 -1.10336
H -0.39926 -4.14888 -6.97455
H 1.10099 -5.05044 -7.18200
H 0.96219 -3.41782 -7.82339
H -0.68315 -3.71624 -4.64316
H 0.17134 -2.88429 -2.51502
H 3.99591 -2.22833 -4.24838
H 3.17019 -3.12442 -6.40926
H 2.04897 0.20638 -3.32454
H 3.27973 0.84534 -2.22163
N -1.47066 -2.89677 -0.45206
C -1.04038 -2.65977 0.84666
N -1.35559 -3.43595 1.87150
N -0.80489 -2.80637 2.92524
N -0.21513 -1.73101 2.56427
N -0.32851 -1.59728 1.22332
C -1.62575 -1.88954 -1.38983
N -2.33331 -2.05688 -2.50067
N -2.11566 -0.92368 -3.19194
N -1.33607 -0.13516 -2.55088
N -1.00466 -0.70626 -1.37226
H -2.10625 -3.67038 -0.55237
```

Results of the Mulliken charge analysis, in e, for atoms 1 through 2:
1 Rh 0.31
2 C -0.81